# 1
Below is a molecular structure, C6H13LiO4 in a non-equilibrium geometry, with properties calculated with wB97M-V/def2-TZVPD.

Each line ends with the Löwdin charge.
CARTESIAN COORDINATES (ANGSTROEM)
O -1.005 -1.135 1.608  0.0693
C -0.249 -0.422 0.811  -0.5994
O -0.673 0.378 -0.009  0.0385
O 1.035 -0.602 1.006  0.0465
C 1.905 -0.837 -0.122  -0.1941
C -2.430 -1.155 1.400  -0.1990
H -2.975 -1.390 2.324  0.1301
H -2.799 -0.200 1.003  0.1265
C -2.728 -2.241 0.396  -0.0649
H -2.336 -1.927 -0.580  0.0863
H -2.215 -3.159 0.711  0.0890
H -3.815 -2.391 0.346  0.0886
C 3.278 -1.175 0.402  -0.0651
H 1.988 0.057 -0.752  0.1270
H 1.554 -1.673 -0.740  0.1364
H 3.821 -0.246 0.621  0.0841
H 3.824 -1.720 -0.380  0.0863
H 3.217 -1.814 1.292  0.0871
Li -0.093 2.123 -0.471  0.6962
O 0.344 2.576 -2.095  -0.5214
C 0.100 2.050 -3.341  -0.3943
H 0.996 2.069 -4.002  0.0503
H -0.224 0.983 -3.309  0.0445
H -0.697 2.589 -3.904  0.0516

Summary:
Charge: 0
E_tot in Eh: -544.9196
HOMO level in eV: -7.1059
Energy relative to the best compared isomer or geometry (same formula, charge and spin) in kJ/mol: 27.4
Frontier orbital gap in eV: 7.216



# 2
Below is 2 unconnected molecules or ions with the total composition C6H13N in a non-equilibrium geometry, with properties calculated with wB97M-V/def2-TZVPD.

Each line ends with the Löwdin charge.
CARTESIAN COORDINATES (ANGSTROEM)
C 2.224 1.124 0.952  -0.0695
C 1.193 0.824 -0.092  -0.3871
C 0.062 1.800 -0.207  -0.0968
C 1.202 -0.359 -0.732  -0.2384
N 1.957 -1.202 -1.202  0.1341
H 2.952 1.847 0.567  0.0773
H 1.761 1.557 1.844  0.0760
H 2.770 0.221 1.237  0.0780
H 0.431 2.765 -0.569  0.0780
H -0.724 1.437 -0.874  0.0685
H -0.418 1.975 0.764  0.0701
H 1.579 -1.611 -2.060  0.0916
C -1.257 -1.241 0.428  -0.1455
C -2.580 -1.356 -0.265  -0.1758
H -1.249 -0.544 1.264  0.0718
H -0.790 -2.190 0.686  0.0683
H -0.314 -0.871 -0.441  0.0983
H -2.494 -1.914 -1.201  0.0684
H -3.296 -1.889 0.372  0.0680
H -3.009 -0.371 -0.470  0.0646

Summary:
Charge: 0
E_tot in Eh: -291.0021
HOMO level in eV: -6.9596
Energy relative to the best compared isomer or geometry (same formula, charge and spin) in kJ/mol: 411.4
Frontier orbital gap in eV: 6.670



Among the records above, which one has the highest energy relative to the best compared isomer or geometry (same formula, charge and spin)?
C6H13N



Which value of HOMO level does entry 1 give?
-7.1059 eV